Formula: C60H47F9O4Pd
Source: the OMol25 dataset
Level of theory: ωB97M-V/def2-TZVPD

The geometry in XYZ format:
```
121
Properties=species:S:1:pos:R:3:forces:R:3
Pd -0.252571 1.287458 3.396704 0.747 -0.861 -0.452
C 0.657309 -1.049156 0.070918 -0.730 0.351 0.104
C 1.678799 -2.045184 -0.140734 -0.166 0.956 -0.376
C 2.546350 -2.430451 1.059550 -0.122 0.011 0.503
O 3.258202 -3.404976 0.995948 0.368 -0.534 -0.167
C 2.445109 -1.607632 2.243832 0.356 0.050 -0.030
C 1.559400 -0.600219 2.329283 -0.781 0.175 0.086
C 0.528599 -0.381879 1.239590 0.643 -0.149 0.303
O -0.415370 0.488066 1.483746 -0.062 0.083 0.107
O 1.508701 0.202501 3.366515 -0.256 0.063 0.197
O 1.902418 -2.493773 -1.241631 0.128 -0.741 -0.210
H -0.038693 -0.787624 -0.719464 0.129 -0.241 -0.150
H 3.118584 -1.770801 3.070727 0.118 -0.189 -0.055
F -3.338653 0.706547 -0.745753 0.156 -0.016 -0.143
C -3.450923 1.242023 -1.984979 0.300 -0.414 0.455
C -2.616519 0.811126 -2.986158 -0.133 -0.498 -0.610
C -2.805040 1.326437 -4.267898 0.692 0.029 0.691
C -3.717319 2.341833 -4.477565 -0.066 0.131 -0.211
C -4.528051 2.775787 -3.431141 0.448 0.189 -0.360
C -4.405650 2.200766 -2.175862 -0.775 0.570 -0.182
H -1.896486 0.015287 -2.841050 0.040 0.088 0.244
H -2.112674 0.979877 -5.024021 -0.244 0.053 -0.243
H -3.762825 2.804431 -5.456386 -0.197 0.020 0.061
H -5.182695 3.622253 -3.595193 -0.230 -0.178 0.070
H -5.082764 2.480130 -1.379103 0.196 0.045 0.151
F -2.432581 0.355494 3.707704 -0.417 -0.029 0.341
C -3.689007 0.459792 3.166364 -0.174 0.123 -0.015
C -4.644031 1.222605 3.804907 0.114 0.068 -0.027
C -5.907541 1.288693 3.229757 0.189 0.780 -0.049
C -6.158554 0.681730 2.018145 0.168 -0.571 -0.899
C -5.160956 -0.063775 1.387206 -0.027 -0.165 0.457
C -3.918926 -0.198988 1.982573 0.335 -0.133 0.100
H -4.415093 1.829894 4.670745 0.101 -0.261 0.137
H -6.625405 1.965795 3.674721 -0.175 -0.218 0.047
H -7.088306 0.783205 1.473056 -0.187 0.120 0.371
H -5.330591 -0.575688 0.451159 -0.151 0.141 -0.065
H -3.104011 -0.772889 1.557936 -0.094 0.051 -0.164
F -0.484376 -0.890007 4.927185 -0.012 -0.007 0.150
C -0.458943 -2.246235 4.823236 -0.025 -0.206 -0.375
C -1.641795 -2.904974 4.581342 -0.477 0.284 0.429
C -1.651526 -4.287601 4.622121 0.188 0.082 0.145
C -0.454773 -4.976315 4.770741 -0.097 -0.400 -0.173
C 0.743359 -4.291780 4.898799 0.099 0.313 0.217
C 0.742315 -2.905002 4.953915 -0.013 0.467 0.101
H -2.562843 -2.345318 4.471536 0.053 0.032 0.022
H -2.609279 -4.789371 4.628148 0.087 -0.196 -0.325
H -0.458280 -6.059432 4.763345 0.018 0.035 0.087
H 1.685594 -4.807670 5.022765 -0.059 -0.138 -0.107
H 1.618426 -2.287231 5.107136 0.142 -0.266 -0.026
F -1.823142 2.657305 2.350549 -0.474 0.311 0.186
C -2.315159 3.707546 1.639527 -0.144 0.501 -0.396
C -3.250456 4.541544 2.204570 0.141 0.090 0.545
C -3.712157 5.617753 1.459781 0.014 -0.169 -0.111
C -3.268276 5.803099 0.157700 -0.272 0.039 -0.103
C -2.387586 4.896131 -0.419620 -0.091 0.281 0.121
C -1.867388 3.871982 0.347172 0.161 -0.962 -0.059
H -3.568599 4.403867 3.231083 -0.048 -0.131 -0.081
H -4.455506 6.264861 1.904785 0.085 0.157 -0.072
H -3.640101 6.631493 -0.431457 -0.058 -0.029 0.024
H -2.151653 4.983410 -1.471658 0.236 -0.002 0.035
H -1.193302 3.106692 -0.030222 -0.011 0.185 -0.165
F 5.386147 -0.856982 2.941031 0.179 0.002 0.153
C 5.412006 0.445136 3.278853 -0.610 0.158 -0.377
C 6.176086 1.311660 2.522864 0.064 -0.009 -0.020
C 6.175002 2.653718 2.861453 0.092 0.446 -0.031
C 5.367992 3.152973 3.883741 0.241 -0.183 -0.535
C 4.534099 2.271867 4.536759 -0.227 -0.449 0.702
C 4.551705 0.911120 4.253418 0.063 -0.081 -0.074
H 6.688165 0.946675 1.641953 0.247 -0.057 0.185
H 6.799885 3.338868 2.299118 -0.070 -0.041 -0.029
H 5.361944 4.212644 4.092575 0.004 0.011 0.122
H 3.871818 2.573657 5.341222 0.007 0.300 -0.169
H 3.850682 0.241503 4.730651 0.111 -0.076 0.065
F 2.407840 -0.058615 -2.786563 0.138 0.220 0.151
C 1.732516 1.046256 -3.124955 -0.219 0.120 0.062
C 1.331911 1.188899 -4.440235 0.671 -0.092 -0.063
C 0.615354 2.306517 -4.822324 -0.522 -0.202 -0.010
C 0.229789 3.250399 -3.871838 -0.062 -0.688 -0.102
C 0.632875 3.062106 -2.556932 -0.565 0.631 0.010
C 1.403943 1.986262 -2.161134 0.127 -0.475 -0.009
H 1.660545 0.440986 -5.150637 -0.188 -0.044 -0.016
H 0.258316 2.312654 -5.846165 0.054 0.425 0.015
H -0.488745 4.024568 -4.102377 0.202 0.174 -0.154
H 0.243398 3.769531 -1.831035 0.324 -0.065 0.151
H 1.715101 1.831084 -1.135624 -0.097 0.033 -0.020
F 2.913569 -4.825667 -3.148227 0.026 -0.029 0.050
C 2.417305 -5.939257 -2.577673 0.200 -0.055 -0.345
C 2.275513 -7.061592 -3.375036 0.009 0.167 -0.063
C 1.801312 -8.221603 -2.791501 -0.043 -0.094 -0.012
C 1.471815 -8.233180 -1.448468 -0.701 -0.025 0.104
C 1.577187 -7.077783 -0.680075 0.481 -0.609 -0.003
C 2.121044 -5.930156 -1.231482 0.284 0.242 0.242
H 2.556224 -7.019019 -4.418576 -0.033 0.053 -0.010
H 1.667423 -9.121318 -3.377858 0.092 0.020 -0.065
H 1.052950 -9.139810 -1.027070 0.103 0.053 0.118
H 1.337139 -7.139702 0.373274 -0.002 0.210 0.023
H 2.438017 -5.081583 -0.632345 -0.403 0.135 -0.072
F 1.145956 2.730784 2.385130 0.150 0.867 0.109
C 2.025521 3.198292 1.446993 0.375 0.055 -0.213
C 3.123000 2.434194 1.147559 0.329 -0.836 -0.257
C 3.952588 2.828248 0.102955 -0.330 0.362 -0.186
C 3.710903 4.030900 -0.545321 -0.319 0.006 -0.171
C 2.624600 4.823419 -0.176724 0.634 -0.335 0.005
C 1.766969 4.399913 0.828833 -0.496 0.429 -0.290
H 3.299156 1.475121 1.623915 -0.173 0.129 0.168
H 4.709134 2.158729 -0.282433 0.164 0.008 0.281
H 4.281232 4.316231 -1.420324 0.183 0.005 0.148
H 2.480550 5.750194 -0.714579 -0.310 0.036 0.119
H 0.867910 4.968077 1.040806 0.072 -0.074 0.227
F 1.644371 -2.136515 -4.616060 -0.138 0.098 -0.009
C 0.332564 -2.369734 -4.785132 -0.286 -0.145 -0.083
C -0.205986 -2.201299 -6.052202 0.728 0.044 -0.286
C -1.530769 -2.502598 -6.287597 -0.569 0.113 0.613
C -2.311305 -2.975600 -5.233920 -0.191 0.097 -0.142
C -1.769151 -3.120840 -3.967331 0.326 -0.548 -0.083
C -0.435666 -2.808780 -3.723594 0.079 0.253 0.156
H 0.469008 -1.886621 -6.841426 -0.140 0.067 -0.012
H -2.009586 -2.337474 -7.242770 0.260 -0.076 -0.167
H -3.351485 -3.222433 -5.408977 0.041 -0.050 0.010
H -2.322637 -3.634705 -3.190430 -0.198 0.393 0.093
H -0.001538 -2.873762 -2.732781 0.147 -0.189 -0.094
```
Forces are in eV/Å.

The value obtained for the molecular weight is 1109.4 g/mol. As for the total energy: -99105.2465 eV. The energy relative to the best compared isomer or geometry (same formula, charge and spin) comes out at 0.0 kcal/mol. As for the net charge: 0. As for the spin multiplicity: 3. The calculation puts the HOMO-LUMO gap (alpha / beta) at 7.4 / 5.6 eV. For the HOMO energy (alpha / beta), the calculation gives -7.74 / -7.67 eV.